19
Properties=species:S:1:pos:R:3:forces:R:3 method="wB97M-V/def2-TZVPD" charge=-1 de_lowest_kj_mol=62.4 multiplicity=1 largest_force_ev_per_a=2.64 e_lumo_ha=0.1349
O 0.482 2.084 0.517 0.7 0.2 -0.2
O -2.305 -0.082 1.397 0.3 -0.1 0.7
O 1.888 -2.275 0.705 -1.6 0.3 -0.2
O -1.935 2.264 -0.842 -0.7 0.1 -0.7
O 0.196 -0.079 0.781 1.3 -0.1 -0.5
O -0.631 -2.346 -0.400 -0.6 -1.1 -0.2
C 1.760 0.688 -0.934 0.1 -1.0 1.8
C 0.784 0.912 0.220 -2.2 1.5 0.1
H 1.958 1.524 -1.586 -0.7 0.1 -0.4
H -1.966 2.206 0.118 0.5 -0.1 0.1
H -2.802 -0.034 0.579 0.4 0.1 -0.3
H 1.024 -2.416 0.226 1.1 -0.9 -0.2
H -0.681 -1.466 -0.781 0.0 0.3 0.5
H 1.516 -0.297 -1.337 0.5 0.3 -0.5
H -1.106 -2.321 0.448 0.2 0.5 -0.5
H -1.303 0.050 1.249 -1.0 -0.1 -0.4
H -1.018 2.446 -1.073 0.1 -0.1 0.6
H 2.671 0.609 -0.349 0.7 -0.5 -0.2
H 1.467 -1.466 1.063 0.9 0.4 0.5

---

20
Properties=species:S:1:pos:R:3:forces:R:3 method="wB97M-V/def2-TZVPD" charge=+1 de_lowest_kj_mol=372.2 multiplicity=3 largest_force_ev_per_a=5.73 e_lumo_ha="-0.1808 / -0.2353"
F 0.863 3.383 1.583 -0.3 0.5 0.3
F 1.609 1.733 0.549 0.5 -1.6 -0.3
F 0.074 2.879 -0.364 -0.8 -0.6 0.5
O -2.317 0.562 -0.577 -0.4 -0.2 -0.5
N -0.769 0.146 3.437 -0.8 -4.9 -0.8
N -0.543 1.051 2.668 2.3 5.2 -0.8
C 0.384 -1.322 -0.672 1.3 1.3 -1.2
C -0.058 -0.023 -1.445 3.0 1.0 -0.1
C -1.325 0.308 -1.026 -0.8 1.1 0.9
C -0.520 1.539 1.541 -0.6 -2.5 -1.9
C 0.470 2.353 0.825 0.8 3.2 0.7
C 0.405 -2.555 -1.545 1.0 0.7 -0.8
H -1.227 0.374 4.253 -0.9 1.0 2.6
H 1.137 -3.205 -1.112 0.4 -0.7 -0.1
H 0.765 0.835 -1.117 -2.6 -1.8 -1.5
H 1.353 -0.920 -0.268 -0.9 -1.5 0.0
H -0.500 -3.093 -1.695 -1.1 -0.3 0.7
H 0.656 -2.316 -2.582 0.7 0.0 0.1
H -0.099 -0.322 -2.484 0.2 0.7 -0.6
H -0.359 -1.408 0.032 -1.0 -0.7 2.6

---

55
Properties=species:S:1:pos:R:3:forces:R:3 method="wB97M-V/def2-TZVPD" charge=0 multiplicity=1 largest_force_ev_per_a=2.02 e_lumo_ha="-0.0650 / -0.0649"
Pd 0.656 1.043 -0.683 -0.7 -0.6 -0.1
O -1.759 3.168 -0.995 1.2 -0.4 0.1
O -3.675 1.979 -1.037 0.0 -0.6 0.0
O -1.513 0.757 -0.804 1.5 0.9 -0.1
N 2.551 1.512 -0.641 -0.9 1.1 0.3
N -1.025 -1.420 -0.613 0.9 0.3 -0.1
N 3.077 1.979 -1.700 0.3 -0.8 -0.2
N 1.106 1.079 -2.670 0.0 0.1 -0.1
N 0.861 1.049 1.289 0.0 0.0 0.0
C -0.187 0.810 2.208 -0.1 0.0 0.2
C -2.315 0.302 3.925 0.0 0.0 0.0
C 0.887 0.792 -5.013 0.1 0.0 0.0
C 0.397 0.688 -3.723 0.0 0.0 0.0
C 2.899 1.728 -4.099 0.0 0.0 0.1
C -2.731 -3.147 -0.564 0.2 -0.1 0.0
C -3.321 -0.823 -0.758 -0.1 0.3 0.0
C -1.388 -2.727 -0.535 0.1 -0.2 0.1
C 2.064 1.476 1.649 0.0 0.0 -0.1
C -3.696 -2.121 -0.678 -0.1 0.1 0.0
C 3.019 1.756 0.614 0.1 -0.2 -0.1
C -2.530 2.273 -0.980 -1.4 1.5 -0.2
C 4.660 2.513 2.177 0.1 0.0 -0.1
C -3.040 -4.522 -0.475 0.0 0.1 0.0
C -0.370 -3.704 -0.412 -0.1 0.0 0.0
C 4.305 2.276 0.887 0.0 0.0 0.0
C 2.482 1.750 2.984 0.1 0.0 0.2
C -2.040 -5.449 -0.360 0.0 0.0 0.0
C -0.693 -5.030 -0.328 0.0 0.0 0.0
C 2.155 1.327 -5.195 -0.1 0.0 0.0
C -1.287 1.662 2.227 0.0 0.0 0.0
C 2.353 1.579 -2.835 -0.1 0.2 0.0
C -1.919 -0.481 -0.725 -1.3 -1.5 0.2
C 3.730 2.244 3.218 -0.1 -0.1 0.1
C -2.348 1.404 3.081 0.0 0.0 0.0
C -1.215 -0.545 3.908 0.0 0.0 0.0
C -0.157 -0.299 3.047 0.1 0.0 -0.1
H 4.973 2.467 0.059 0.0 0.0 0.0
H -4.079 -4.829 -0.498 0.0 0.0 0.0
H 1.792 1.566 3.796 0.0 0.0 0.0
H 5.639 2.901 2.419 0.0 0.0 0.0
H 0.283 0.470 -5.848 0.0 0.0 0.0
H -2.279 -6.502 -0.292 0.0 0.0 0.0
H 4.026 2.447 4.240 0.0 0.0 0.0
H -0.589 0.297 -3.506 0.0 0.0 0.0
H 2.564 1.431 -6.191 0.0 0.0 0.0
H 0.658 -3.367 -0.386 0.0 0.0 0.0
H 0.092 -5.770 -0.234 0.0 0.0 0.0
H 0.691 -0.972 3.001 0.0 0.0 0.0
H -3.205 2.064 3.083 0.0 0.0 0.0
H -4.749 -2.382 -0.699 0.0 0.0 0.0
H -1.189 -1.412 4.556 0.0 0.0 0.0
H -4.065 -0.049 -0.841 0.1 0.0 0.0
H 3.891 2.145 -4.197 0.0 0.0 0.0
H -3.146 0.100 4.587 0.0 0.0 0.0
H -1.303 2.517 1.561 0.0 0.0 0.0

---

75
Properties=species:S:1:pos:R:3:forces:R:3 method="wB97M-V/def2-TZVPD" charge=+2 de_lowest_kj_mol=2.0 multiplicity=1 largest_force_ev_per_a=1.30 e_lumo_ha=-0.1970
Pt 0.308 0.070 0.266 0.0 0.3 -1.3
P 0.329 2.330 0.203 0.4 -0.2 0.7
P 2.504 0.208 -0.189 0.0 0.2 0.2
O -9.471 -0.119 8.964 0.1 0.0 0.0
N -1.773 -0.002 0.612 -0.3 0.2 0.3
N -5.332 -0.066 4.040 0.0 0.0 -0.2
N 0.144 -4.443 -0.088 0.1 0.1 0.0
N -0.015 -0.023 2.716 0.1 -0.1 0.3
N 0.169 -1.983 -0.167 0.4 -0.1 0.6
N -3.884 -0.103 5.725 0.0 0.0 -0.1
C -7.612 -0.045 5.897 0.0 0.0 -0.1
C 0.177 -3.140 -0.118 -0.2 -0.2 -0.2
C -2.262 -0.022 1.883 0.0 -0.1 -0.1
C 3.504 -0.796 0.958 0.0 -0.1 0.0
C -1.331 -0.049 3.004 0.0 0.1 -0.3
C 0.140 3.228 -1.348 -0.1 -0.2 -0.1
C -8.392 -0.125 8.163 -0.1 0.0 0.2
C 1.999 2.762 0.798 0.0 0.2 -0.1
C -2.604 0.027 -0.422 -0.1 -0.1 0.0
C 0.475 -0.007 5.056 0.0 0.0 0.0
C 3.107 -0.236 -1.828 0.0 -0.1 0.0
C -0.075 -5.178 -1.348 0.0 0.0 0.0
C -7.075 -0.197 8.614 0.1 0.0 0.0
C -9.266 -0.230 10.371 0.0 0.0 -0.1
C -4.511 0.022 1.002 -0.1 0.0 0.1
C 0.285 -5.120 1.214 0.0 0.0 0.0
C -6.036 -0.188 7.698 0.0 0.0 0.1
C 0.854 0.009 3.707 -0.1 0.0 0.0
C -8.653 -0.050 6.794 0.0 0.0 -0.2
C -3.653 -0.020 2.114 -0.1 0.0 0.0
C -0.782 3.135 1.375 -0.1 0.0 -0.1
C 3.035 1.958 0.018 0.1 0.0 0.0
C -3.216 -0.079 4.537 0.2 0.0 0.2
C -5.164 -0.098 5.400 -0.1 0.0 0.1
C -1.801 -0.067 4.324 -0.1 0.0 0.1
C -3.989 0.046 -0.263 0.0 0.0 -0.1
C -4.081 -0.058 3.471 -0.2 0.0 -0.1
C -6.285 -0.113 6.334 0.1 0.0 -0.1
C -0.859 -0.054 5.366 -0.1 0.0 0.0
H 2.178 3.835 0.706 0.0 0.0 0.0
H -2.154 0.018 -1.405 0.0 0.1 0.0
H -5.584 0.028 1.144 0.0 0.0 0.0
H 2.015 2.515 1.863 0.0 0.0 0.0
H -8.709 0.627 10.751 0.0 0.0 0.0
H 1.251 -4.899 1.664 0.0 0.0 0.0
H -6.853 -0.255 9.669 0.0 0.0 0.0
H 0.307 4.288 -1.154 0.0 0.0 0.0
H -1.052 -4.945 -1.767 0.0 0.0 0.0
H -4.626 0.080 -1.135 0.0 0.0 0.0
H -6.216 -0.092 3.564 0.0 0.0 0.0
H -0.499 4.183 1.478 -0.1 0.0 0.0
H -1.214 -0.076 6.389 0.0 0.0 0.0
H 3.987 -1.600 0.403 0.0 0.0 0.0
H 4.010 1.993 0.505 0.0 0.0 0.0
H -1.816 3.077 1.033 0.0 0.0 0.0
H 4.185 -0.068 -1.856 0.0 0.0 -0.1
H 0.701 -4.941 -2.073 0.0 0.0 0.0
H -9.682 0.005 6.465 0.0 0.0 0.0
H -10.254 -0.247 10.815 0.0 0.0 0.0
H 0.219 -6.189 1.041 0.0 0.0 0.0
H 4.274 -0.185 1.427 0.0 0.0 0.0
H 2.900 -1.285 -2.036 0.0 0.0 0.0
H 1.903 0.047 3.436 0.0 0.0 0.0
H -0.513 -4.826 1.893 0.0 0.0 0.0
H -8.740 -1.154 10.616 0.0 0.0 0.0
H -5.010 -0.238 8.041 0.0 0.0 0.0
H 1.233 0.019 5.827 0.0 0.0 0.0
H -0.704 2.639 2.343 0.0 0.0 0.0
H 0.856 2.869 -2.086 0.0 0.0 0.0
H 3.170 2.367 -0.985 0.0 0.0 0.0
H -0.032 -6.239 -1.125 0.0 0.0 0.0
H -7.850 0.019 4.841 0.0 0.0 0.0
H 2.878 -1.242 1.730 0.0 0.0 0.0
H -0.863 3.088 -1.751 0.0 0.0 0.0
H 2.618 0.372 -2.587 0.0 0.0 0.0

---

11
Properties=species:S:1:pos:R:3:forces:R:3 method="wB97M-V/def2-TZVPD" charge=+1 de_lowest_kj_mol=305.9 multiplicity=1 largest_force_ev_per_a=6.73 e_lumo_ha=-0.2791
S 4.169 0.394 -0.271 -0.4 0.4 -0.1
N 0.465 0.214 -0.146 2.1 -2.8 2.2
N 1.003 -1.583 0.594 -2.7 0.8 -0.6
N 1.542 0.733 -0.177 -4.6 4.5 -2.0
C -0.917 0.596 -0.208 -0.7 1.9 -0.3
C 2.177 -1.308 0.637 1.3 0.4 -0.1
C 2.639 0.069 0.022 3.6 -3.6 1.5
H -1.132 0.523 -1.292 -0.2 0.1 0.3
H -1.078 1.747 0.111 0.4 -2.8 -0.5
H 2.847 -2.012 1.111 0.5 0.0 -0.1
H -1.523 -0.203 0.310 0.8 1.2 -0.3